13
Properties=species:S:1:pos:R:3:forces:R:3 method="wB97M-V/def2-TZVPD" molar_mass_g_mol=94.11 charge=0 de_lowest_kcal_mol=63.1 smiles="C#CC(=C)CC=O"
C 2.57175 0.71901 0.37036 -0.3 -0.1 0.0
C 1.52134 0.26951 -0.01411 0.3 0.1 0.2
C 0.25489 -0.23881 -0.48501 0.1 -0.2 0.0
C 0.15364 -1.49415 -0.94281 -0.1 0.3 0.2
C -0.96055 0.66492 -0.30689 0.0 -0.2 -0.1
C -1.49151 0.38711 1.10317 0.2 0.1 -0.4
O -2.47964 -0.27238 1.29748 0.4 0.4 0.2
H 3.50061 1.10511 0.73835 -0.3 -0.1 -0.1
H 0.99988 -2.17603 -0.88592 -0.2 0.2 -0.3
H -0.79313 -1.86755 -1.33082 0.2 0.0 0.2
H -1.73905 0.37754 -1.02047 0.1 0.1 0.1
H -0.69490 1.72504 -0.44534 -0.1 -0.4 0.2
H -0.84335 0.80069 1.92201 -0.5 -0.3 -0.2